The following is a quantum chemistry calculation of 11 unconnected molecules or ions with the total composition C50H111Br2N14O4 at a distorted geometry, from the OMol25 dataset.

DFT total energy in eV: -222717.6914
Total charge: +6
LUMO level (spin up / spin down) in eV: -11.204 / -11.516
<S²>: 0.75
Frontier orbital gap (spin up / spin down) in eV: 3.63 / 5.85
HOMO level (spin up / spin down) in eV: -14.84 / -17.37
Multiplicity: 2
Strongest force on any atom in eV/A: 6.334

Last column: Löwdin spin population.
Cartesian coordinates (Å):
C: -2.16627 2.23342 19.31170  0.00
C: -2.31370 3.69773 19.73233  0.00
N: -3.70005 4.07168 19.77038  0.00
C: -4.59270 4.27628 20.81600  0.00
C: -5.76145 4.76396 20.30080  0.00
N: -5.69782 4.77396 18.90456  0.00
C: -4.35809 4.40403 18.59858  0.00
C: -6.72726 5.04077 17.93261  0.00
H: -2.51098 1.85909 18.34779  0.00
H: -2.57555 1.68911 20.16278  0.00
H: -1.09252 2.04610 19.32030  0.00
H: -1.69570 4.30759 19.07335  0.00
H: -1.85527 3.82968 20.71240  0.00
H: -4.20011 4.07506 21.80180  0.00
H: -6.74563 5.00998 20.67130  0.00
H: -3.91274 4.31777 17.61846  0.00
H: -7.00541 6.09385 17.89049  0.00
H: -7.48566 4.26415 17.83370  0.00
H: -6.21036 4.85597 16.99093  0.00
C: 5.07446 3.84422 11.99091  0.00
C: 4.67437 2.49113 12.66138  0.00
N: 3.73040 2.67810 13.76514  0.00
C: 3.95247 2.17904 15.11533  0.00
C: 2.71662 2.49259 15.80144  0.00
N: 1.87299 3.27771 14.97386  0.00
C: 2.49626 3.32173 13.73494  0.00
C: 0.55564 3.74465 15.22308  0.00
H: 4.26386 4.57248 12.01642  0.00
H: 5.39741 3.67550 10.96361  0.00
H: 5.95811 4.20512 12.51722  0.00
H: 5.53980 1.88369 12.92624  0.00
H: 4.02395 2.01184 11.92972  0.00
H: 4.89118 1.71648 15.38229  0.00
H: 2.36942 2.11124 16.75035  0.00
H: 2.10339 3.82454 12.86359  0.00
H: 0.78913 4.78647 15.44263  0.00
H: 0.14100 3.30770 16.13150  0.00
H: 0.01031 3.63244 14.28600  0.00
C: -3.33163 8.81252 20.59045  0.01
C: -2.69225 7.59742 19.97175  0.02
N: -2.85429 7.43582 18.57874  0.13
C: -4.03302 7.57077 17.89407  0.01
C: -3.70219 7.56511 16.52139  0.03
N: -2.40128 7.25744 16.43466  0.15
C: -1.81751 7.22187 17.68567  0.24
C: -1.77239 6.85587 15.16708  0.01
H: -2.80938 9.69621 20.22375  0.00
H: -3.11955 8.86152 21.65849  0.00
H: -4.39956 8.88911 20.38608  0.00
H: -3.01113 6.64570 20.39677  0.00
H: -1.60786 7.70457 19.99875  0.01
H: -4.90230 7.83900 18.47611  0.00
H: -4.34572 7.78312 15.68190  0.00
H: -0.75006 7.14722 17.83191  0.05
H: -0.71167 6.88919 15.41582  0.01
H: -1.97878 7.47977 14.29746  0.00
H: -1.99704 5.86282 14.77786  0.01
C: -1.67334 18.72682 19.26649  0.00
C: -2.21409 17.60083 18.44124  0.00
N: -2.44503 16.22156 19.17969  0.00
C: -3.17091 15.88146 20.26496  0.00
C: -2.88119 14.58773 20.71601  0.00
N: -1.86831 14.13450 19.81437  0.00
C: -1.70550 15.10964 18.87429  0.00
C: -1.23405 12.80043 19.92158  0.01
H: -2.18506 19.61049 18.88522  0.00
H: -0.58856 18.78479 19.17714  0.00
H: -1.97743 18.59924 20.30541  0.00
H: -1.64325 17.41428 17.53158  0.00
H: -3.25746 17.64200 18.12854  0.00
H: -3.90529 16.51418 20.74114  0.00
H: -3.26825 14.06867 21.58040  0.00
H: -0.90679 15.04062 18.15062  0.00
H: -0.31234 12.81845 20.50313  0.00
H: -1.17233 12.26520 18.97405  0.02
H: -1.82219 12.16398 20.58274  0.00
C: 0.16018 1.24079 11.20889  0.00
C: -1.23685 1.38502 11.95531  0.00
N: -2.27059 2.21589 11.16749  0.00
C: -2.49504 2.12130 9.76831  0.00
C: -3.12698 3.29473 9.34139  0.00
N: -3.14805 4.19223 10.44610  0.00
C: -2.56689 3.56665 11.49714  0.00
C: -3.37142 5.64973 10.36397  0.00
H: -0.02521 0.82465 10.21866  0.00
H: 0.77465 0.44497 11.62985  0.00
H: 0.85186 2.05773 11.00326  0.00
H: -1.01200 1.85581 12.91234  0.00
H: -1.63431 0.37954 12.09369  0.00
H: -2.22971 1.23882 9.20507  0.00
H: -3.26754 3.63075 8.32467  0.00
H: -2.39001 4.01095 12.46550  0.00
H: -4.16120 5.86116 11.08483  0.00
H: -3.75040 5.89448 9.37171  0.00
H: -2.45602 6.23284 10.46452  0.00
C: -0.48389 9.92783 10.82932  0.00
N: -1.92573 10.41894 10.85597  0.00
C: -1.86822 11.99112 11.13470  0.00
C: -2.51410 10.07122 9.44146  0.00
C: -2.84856 9.66347 11.91569  0.00
C: -2.81426 10.18376 13.37432  0.00
O: -1.50602 10.24543 13.72900  0.03
H: -0.03353 10.07852 11.81042  0.00
H: -0.02595 10.38361 9.95145  0.00
H: -0.60444 8.85072 10.71355  0.00
H: -2.90246 12.33360 11.10035  0.00
H: -1.18172 12.55540 10.50351  0.00
H: -1.52507 12.07746 12.16567  0.00
H: -1.92955 10.65801 8.73287  0.00
H: -3.54992 10.40849 9.40378  0.00
H: -2.37520 9.01353 9.21764  0.00
H: -2.60997 8.59992 11.92161  0.00
H: -3.83901 9.60916 11.46386  0.00
H: -3.23696 9.45741 14.06846  0.00
H: -3.19422 11.20195 13.45817  0.00
H: -1.29474 10.61918 14.58764  0.02
C: 2.66602 8.32945 16.49394  0.01
N: 2.87035 8.32864 15.02866  0.00
C: 3.04747 6.85155 14.61865  0.00
C: 1.68687 8.90397 14.25875  0.01
C: 4.17539 9.15540 14.78614  0.00
C: 4.72591 9.39020 13.40808  0.00
O: 4.56590 8.20887 12.65594  0.00
H: 3.57747 7.88870 16.89776  0.00
H: 1.75902 7.83534 16.84223  0.01
H: 2.65677 9.35253 16.86987  0.01
H: 2.99307 6.62113 13.55467  0.00
H: 2.27126 6.26867 15.11449  0.00
H: 4.03290 6.62746 15.02706  0.00
H: 0.87859 8.34076 14.72519  0.01
H: 1.77856 8.79261 13.17833  0.00
H: 1.49650 9.95356 14.48287  0.01
H: 4.88789 8.66973 15.45289  0.00
H: 4.03282 10.17168 15.15349  0.00
H: 5.76805 9.70381 13.46872  0.00
H: 4.33531 10.16574 12.74925  0.00
H: 5.40151 8.00696 12.22864  0.00
C: 2.89020 9.80709 22.32555  0.00
N: 1.97899 8.73564 21.68937  0.00
C: 0.55224 8.69619 22.30892  0.00
C: 1.80392 9.08655 20.17550  0.01
C: 2.70955 7.42520 21.98330  0.00
C: 3.53016 7.28503 23.32019  0.00
O: 2.85151 7.34486 24.57452  0.00
H: 2.35093 10.66643 21.92704  0.00
H: 3.92199 9.80751 21.97410  0.00
H: 2.84267 9.91673 23.40898  0.00
H: 0.09587 7.88508 21.74154  0.00
H: -0.05215 9.59146 22.16293  0.00
H: 0.64418 8.47156 23.37156  0.00
H: 1.36983 8.18811 19.73682  0.00
H: 2.81500 9.40311 19.91933  0.00
H: 1.14670 9.88187 19.82384  0.01
H: 3.37839 7.31932 21.12916  0.00
H: 1.99713 6.60040 21.99907  0.00
H: 4.46576 7.83333 23.43022  0.00
H: 3.96893 6.28906 23.25997  0.00
H: 3.34949 6.88638 25.25526  0.00
C: -7.54596 12.05721 18.09655  0.00
N: -6.29328 11.47514 17.34743  0.00
C: -6.29127 9.94894 17.60360  0.00
C: -6.78308 11.59470 15.83233  0.00
C: -4.97460 12.26328 17.69023  0.00
C: -3.71717 11.75587 17.01567  0.01
O: -3.34429 10.57511 17.73365  0.05
H: -7.61118 13.04587 17.64225  0.00
H: -7.34912 12.19390 19.15989  0.00
H: -8.48789 11.53423 17.93112  0.00
H: -5.80271 10.04932 18.57280  0.00
H: -5.52232 9.60152 16.91359  0.00
H: -7.24508 9.42162 17.58659  0.00
H: -7.72725 11.09530 15.61494  0.00
H: -6.06297 11.02870 15.24142  0.00
H: -6.85623 12.65326 15.58293  0.00
H: -4.88554 12.32410 18.77488  0.00
H: -5.15495 13.28217 17.34755  0.00
H: -3.07023 12.62691 17.11983  0.00
H: -3.88035 11.64140 15.94404  0.00
H: -2.48541 10.33135 17.38080  0.05
Br: 1.34017 5.43345 18.63949  0.01
Br: -6.29077 8.09570 13.50093  0.00

Atomic forces in eV per Å
C 0.920 -0.056 1.309
C 1.280 -1.071 -0.387
N -3.217 2.149 -3.026
C 0.858 0.268 -0.302
C -0.820 -0.589 -1.179
N 4.967 -1.253 1.348
C -2.131 -0.155 2.431
C 0.907 -0.240 -1.917
H -0.544 0.541 0.109
H -0.147 -0.664 -0.477
H 0.092 -0.160 0.079
H -0.531 0.593 -0.156
H -0.297 -0.085 0.108
H -0.602 0.150 0.167
H 0.322 -0.118 0.766
H -0.229 0.097 0.056
H -0.504 -0.330 0.419
H -0.444 0.421 1.009
H 0.059 0.387 -0.302
C 0.771 -0.838 0.817
C -1.255 1.302 -1.948
N -1.650 0.700 3.960
C -4.504 2.152 -1.447
C 2.019 -0.058 -1.656
N 4.781 -3.633 -2.017
C 1.799 -1.082 1.565
C 0.291 1.329 0.258
H 0.065 -0.030 -0.033
H -0.209 -0.085 0.025
H -0.159 0.460 0.015
H -0.399 0.006 0.239
H 0.601 -0.695 -0.169
H -0.295 -0.186 0.126
H 0.154 0.446 0.130
H -0.010 -0.123 0.078
H -1.176 0.335 0.203
H -0.121 -0.140 -0.371
H -0.484 -0.027 0.446
C 0.402 0.518 0.015
C 0.983 -0.671 0.533
N -0.048 -0.271 -2.028
C 0.887 0.732 -2.114
C -2.748 0.088 2.830
N 0.793 -0.739 -1.916
C -0.249 0.759 -0.348
C 0.773 0.216 0.933
H -0.307 0.150 -0.452
H -0.415 -0.454 0.121
H 0.063 0.057 0.238
H 0.175 0.140 0.741
H 0.169 -0.267 0.956
H -0.118 -0.109 -0.517
H -0.144 -0.341 -0.324
H -0.103 -0.340 0.495
H 0.221 -0.071 -0.458
H -0.172 0.699 0.488
H -0.321 -0.413 0.711
C -0.448 -0.382 0.243
C -1.993 -1.908 -0.095
N 3.022 -2.059 -1.047
C -0.952 -1.100 1.974
C 1.233 1.970 -2.340
N -1.824 0.741 0.391
C 0.494 0.034 1.562
C -0.302 -0.135 0.639
H 0.431 0.256 0.107
H -0.179 0.221 0.132
H 0.156 0.218 0.061
H 0.122 -0.437 0.259
H 0.074 1.315 -0.219
H 0.156 0.304 -0.202
H 0.208 -0.148 -0.220
H -0.236 0.251 -0.166
H 0.417 0.552 -0.664
H 0.256 0.398 -0.038
H -0.667 0.256 -0.228
C -0.953 -0.941 -0.827
C 1.238 0.445 -1.279
N 1.071 3.443 -0.541
C -1.324 1.426 1.036
C 1.892 -0.751 1.586
N 1.926 -1.864 -0.291
C -0.490 -2.462 -1.460
C -0.967 -0.413 -0.250
H -0.176 0.045 -0.164
H -0.288 0.008 0.627
H -0.607 0.687 0.533
H -0.778 0.097 0.023
H -0.131 0.246 0.066
H -0.177 0.039 0.064
H -0.522 -0.070 0.161
H -0.174 -0.111 -0.078
H 0.228 0.562 0.073
H -0.156 -0.291 0.058
H 0.049 -0.334 0.457
C -1.590 -0.651 0.390
N -0.198 0.458 -0.015
C -0.936 -1.758 0.615
C 0.652 1.338 0.983
C 0.035 0.287 -0.330
C -0.980 0.134 -0.817
O 4.193 -0.148 -0.033
H 0.103 0.497 -0.368
H 0.343 -0.059 0.406
H 0.440 -0.044 -0.306
H 0.184 0.186 -0.338
H -0.233 -0.559 -0.444
H 0.072 -0.095 -0.147
H -0.070 -0.066 -0.050
H 0.081 -0.250 0.052
H -0.166 0.084 0.346
H 0.818 0.052 -0.136
H -0.227 0.706 0.401
H -1.359 0.144 -0.555
H -0.973 -0.210 -0.072
H -0.550 0.047 0.230
C 0.495 0.721 0.620
N 0.313 0.626 -2.479
C 0.237 0.444 0.601
C -0.001 -0.372 1.260
C -0.246 0.573 0.706
C 0.006 -0.602 -1.433
O 0.436 -0.858 -0.242
H -0.380 -0.378 0.291
H 0.152 -0.409 -0.339
H -0.125 0.147 -0.292
H 0.235 0.813 0.082
H 0.106 0.231 0.385
H -0.162 -0.545 -0.209
H -0.466 0.070 -0.724
H 0.232 -0.374 0.247
H 0.464 0.000 0.221
H 0.192 -0.031 -0.318
H -0.510 -0.153 0.611
H 0.196 -0.249 0.573
H -0.892 0.529 0.829
H 0.044 -0.182 -0.272
C -2.044 1.407 -0.878
N -0.524 1.463 1.413
C 1.225 -0.567 -0.301
C 0.995 -1.181 1.084
C 0.032 -0.433 0.678
C 0.960 -0.810 0.605
O -1.201 0.755 -1.295
H 0.680 0.711 0.212
H -0.272 -0.475 -0.174
H -0.122 -0.848 -0.042
H -0.193 -0.113 0.367
H 0.620 0.278 -0.157
H 0.001 -0.139 -0.117
H 0.787 -0.309 -0.389
H -0.048 -0.650 -0.731
H -0.315 0.406 1.378
H 0.173 -0.324 0.231
H -0.155 0.169 -0.396
H -0.243 0.976 -0.674
H -0.355 -0.457 -0.638
H 0.197 -0.122 -0.021
C 1.659 1.255 -0.275
N -3.976 -0.658 -1.586
C 2.607 2.178 0.713
C 1.598 0.112 0.696
C -1.845 -0.385 -0.970
C -1.331 0.037 1.148
O 0.110 1.251 -0.768
H -0.409 0.104 0.308
H 0.121 -0.325 -0.043
H 0.517 -0.422 -0.248
H -0.323 -1.364 0.435
H -0.481 -0.584 0.019
H 0.021 0.637 -0.214
H -0.110 -0.002 0.842
H 0.156 0.339 -0.182
H 0.162 -0.139 -0.076
H -0.014 -0.438 -0.001
H -0.314 -0.016 -0.114
H 0.784 -0.235 0.185
H 0.000 -0.479 -0.101
H 0.627 -0.732 0.033
Br -0.215 0.309 -0.370
Br 0.869 0.211 0.362